Record 1
# C30H25ClN3OPtSSe

A structure of composition C30H25ClN3OPtSSe (wB97M-V/def2-TZVPD, the OMol25 dataset).

Last column: Mulliken charge in e.
Geometry (Å):
Pt 0.17436 0.06271 0.13134  0.265
Cl 0.11299 2.91094 6.76158  -0.141
C -0.12949 2.04341 5.32092  0.508
C -1.13920 1.06610 5.28061  -0.793
C -1.31299 0.39420 4.10834  -0.341
C -0.51117 0.65450 2.95659  0.333
O -0.78970 -0.03873 1.91126  -0.792
C 0.55526 1.66065 3.01528  0.826
C 1.43123 2.02367 1.95300  -0.219
N 1.49612 1.42694 0.74550  0.252
C 2.35914 1.84164 -0.25237  0.711
C 3.38243 2.76076 -0.13521  -0.952
C 4.14801 3.11687 -1.26175  -0.966
C 3.91178 2.58081 -2.49627  -0.914
C 2.89175 1.61284 -2.64894  0.785
C 2.56892 0.98539 -3.86884  -0.720
C 1.57946 0.04287 -3.91607  -0.916
C 0.89185 -0.29380 -2.74594  0.078
N 1.16554 0.28404 -1.59831  0.298
C 2.14118 1.24108 -1.52060  0.527
C 0.68988 2.32995 4.21907  -1.353
H -1.74915 0.86801 6.14990  0.441
H -2.07972 -0.36363 4.00641  0.494
H 2.07554 2.87211 2.13161  0.193
H 3.61378 3.20250 0.82308  0.361
H 4.94532 3.83926 -1.14301  0.396
H 4.49728 2.87992 -3.35618  0.439
H 3.11060 1.26235 -4.76600  0.452
H 1.31316 -0.44675 -4.84237  0.453
H 0.11769 -1.04775 -2.73338  0.449
H 1.45293 3.09120 4.31743  0.453
S -1.87154 1.35026 -0.96313  -0.273
C -2.33358 -0.31921 -0.91433  0.759
C -3.60891 -0.83226 -1.17272  -0.720
C -3.81811 -2.18666 -1.04458  -0.209
C -2.76870 -3.02928 -0.65906  -0.847
C -1.54338 -2.47381 -0.41397  -0.303
N -1.33478 -1.15029 -0.55916  -0.068
H -4.40177 -0.15050 -1.44873  0.462
H -4.80140 -2.59978 -1.23300  0.420
H -2.90899 -4.09464 -0.54960  0.474
H -0.68918 -3.06850 -0.11668  0.463
C 1.86689 -7.56698 -0.70276  -1.495
C 1.79015 -6.18935 -0.10420  0.625
C 1.14679 -5.96869 1.11071  -1.062
C 1.10518 -4.71852 1.70329  0.942
C 0.38128 -4.54488 3.01305  -1.642
C 1.71794 -3.63049 1.03272  0.245
Se 1.64407 -1.94149 1.84706  0.124
C 2.37228 -3.83094 -0.20663  1.086
C 3.11619 -2.74897 -0.94052  -1.386
C 2.39022 -5.10965 -0.74123  -0.954
H 1.17286 -8.25274 -0.21927  0.365
H 2.87472 -7.97165 -0.58545  0.328
H 1.64929 -7.54441 -1.77128  0.371
H 0.66619 -6.80130 1.61382  0.318
H 0.06332 -5.50960 3.40560  0.402
H -0.50361 -3.91656 2.89634  0.302
H 1.02074 -4.06378 3.75432  0.384
H 2.83678 -1.75934 -0.60075  0.036
H 2.93574 -2.82078 -2.01446  0.383
H 4.19179 -2.85738 -0.78185  0.417
H 2.90492 -5.27268 -1.68377  0.445

Its total charge is +1. The value obtained for the relative energy (zero: lowest compared OMol25 entry of this formula, charge and spin) is 4.1 kJ/mol. Its spin multiplicity is 5. For the maximum force, the calculation gives 0.287 eV Å⁻¹. The value obtained for the HOMO energy (alpha / beta) is -8.490 / -10.608 eV. Its expectation value of S² is 6.06. The calculation puts the orbital gap (alpha / beta) at 0.20259 / 0.18715 Ha.



Record 2
# C5H9NO

An isolated molecule of C5H9NO in a non-equilibrium geometry (wB97M-V/def2-TZVPD, the OMol25 dataset).

Last column: Mulliken charge in e.
Geometry (Å):
C 2.07292 0.06899 0.02384  -1.075
C 0.64520 0.13415 0.56114  -0.735
C -0.40375 -0.22252 -0.48784  0.159
O -0.27659 -1.55192 -0.95702  -0.536
C -1.83612 -0.05895 0.05301  -0.542
C -2.13557 1.33292 0.40152  0.267
N -2.32789 2.44103 0.67346  -0.432
H 2.20346 0.76404 -0.81265  0.300
H 2.79634 0.33372 0.80039  0.361
H 2.33374 -0.93166 -0.33872  0.306
H 0.43810 1.14430 0.93309  0.400
H 0.52438 -0.54491 1.41934  0.320
H -0.28681 0.44785 -1.35094  0.263
H 0.39710 -2.00199 -0.43602  0.358
H -1.96824 -0.68629 0.94190  0.253
H -2.54750 -0.40325 -0.70431  0.333

The value obtained for the relative energy (zero: lowest compared OMol25 entry of this formula, charge and spin) is 94.2 kJ/mol. For the maximum force, the calculation gives 1.144 eV Å⁻¹. The value obtained for the HOMO energy is -10.872 eV. The calculation puts the orbital gap at 0.42773 Ha.



Record 3
# C39H110N7O29

A cluster of 18 separate species, C39H110N7O29 in total in a non-equilibrium geometry (wB97M-V/def2-TZVPD, the OMol25 dataset).

Last column: Mulliken charge in e.
Geometry (Å):
C 0.18819 0.51894 1.55835  0.545
N 0.99717 -0.18502 0.44816  1.115
C 2.39875 0.38848 0.27397  0.582
C 1.08956 -1.68652 0.76228  -0.011
C 0.33207 0.00040 -0.95001  0.339
C -0.26757 1.37512 -1.26593  -0.130
O -1.61224 1.53980 -0.91622  1.756
H 0.34831 0.08204 2.54404  -0.335
H -0.81978 0.15685 1.35591  -0.141
H 0.06365 1.60118 1.52210  -0.367
H 2.46045 1.44823 0.02653  -0.555
H 2.94514 -0.27630 -0.39507  -0.237
H 2.76260 0.32281 1.29935  0.140
H 1.52119 -1.72331 1.76250  0.022
H 1.70424 -2.23215 0.04634  -0.322
H 0.08763 -2.11576 0.76411  0.035
H -0.44745 -0.75986 -0.99959  -0.056
H 1.14278 -0.20467 -1.64914  0.270
H -0.03912 1.52029 -2.32178  -0.057
H 0.34738 2.13484 -0.78346  -0.640
H -2.13834 0.95692 -1.46853  -0.808
C -1.04079 5.15035 0.36872  0.443
C 0.42909 5.37322 -0.10016  0.133
O 1.37698 5.57230 1.02228  1.922
O -1.61591 6.38375 0.79538  0.213
H -1.16467 4.39451 1.14427  -0.584
H -1.52087 4.64106 -0.46688  -0.923
H 0.47789 6.28810 -0.69068  0.199
H 0.80169 4.54111 -0.69754  -0.999
H 1.02382 6.25502 1.59741  -0.808
H -1.10448 6.75309 1.51900  0.115
C -4.23091 -4.51778 -0.94349  -0.853
C -4.41287 -3.05959 -1.11216  -0.367
O -3.21752 -2.29999 -1.02558  1.558
O -3.95477 -4.97691 0.37228  -0.530
H -3.47527 -4.88184 -1.63960  0.282
H -5.13694 -4.99958 -1.31102  0.381
H -5.19239 -2.70849 -0.43601  0.382
H -4.88484 -2.93288 -2.08647  0.299
H -2.91853 -2.18935 -0.12005  -0.871
H -3.39668 -5.75376 0.29077  0.288
C 0.46935 2.31033 4.65887  1.602
C 0.60255 3.05236 5.96692  -1.299
O -0.57804 3.69615 6.43385  -0.411
O -0.17875 1.10079 4.84519  -0.926
H 1.46259 2.01955 4.31679  -0.430
H 0.06983 2.91449 3.84432  0.328
H 1.28938 3.88598 5.82052  0.450
H 1.07219 2.47766 6.76519  0.278
H -0.33118 4.51783 6.86456  0.289
H -1.02137 1.35061 5.23145  0.254
C 3.05685 3.35205 -2.52188  -0.316
C 3.74871 4.41056 -1.56596  -0.637
O 5.14626 4.49558 -1.70867  -0.499
O 3.36096 1.96065 -2.28171  -0.243
H 3.30270 3.64769 -3.54180  0.535
H 1.98833 3.48499 -2.35246  0.131
H 3.45570 4.25925 -0.52704  0.067
H 3.30418 5.39113 -1.73621  0.474
H 5.43747 5.39054 -1.51936  0.333
H 4.31842 1.90399 -2.32262  0.266
C -2.04748 -2.57645 -4.80572  -0.365
C -1.08342 -2.27287 -3.61903  1.890
O 0.23398 -2.68814 -3.96296  -0.713
O -2.14895 -3.92619 -5.13057  -0.654
H -1.71251 -2.10177 -5.72799  0.342
H -3.03035 -2.12561 -4.66862  -0.035
H -1.38498 -2.81481 -2.72267  -0.452
H -1.10050 -1.22883 -3.30632  -0.714
H 0.54127 -2.01174 -4.57096  0.517
H -1.38032 -4.49941 -5.08303  0.349
C 0.49411 -4.06965 3.61175  -0.257
C 0.85153 -5.04604 2.45187  -0.883
O 1.74058 -4.51203 1.44538  -0.320
O -0.32644 -3.08825 3.02383  -0.250
H 1.43198 -3.58356 3.88048  -0.011
H 0.13956 -4.60221 4.49425  0.516
H 0.00566 -5.47423 1.91405  0.281
H 1.33330 -5.88534 2.95345  0.495
H 1.78557 -5.13380 0.71533  0.166
H -0.59041 -2.53521 3.76278  -0.029
C -4.84017 -2.39702 2.76387  -0.867
C -3.38219 -1.97525 3.03320  -0.178
O -2.63896 -2.08043 1.89016  1.039
O -4.94224 -3.77981 2.86814  -0.683
H -5.27324 -2.09560 1.81008  0.104
H -5.47017 -2.06158 3.58769  0.413
H -2.97581 -2.56921 3.85184  0.172
H -3.28498 -0.90383 3.20844  0.161
H -1.81009 -2.49503 2.14053  0.074
H -4.53523 -4.21183 2.11362  0.319
C -2.89965 -0.73716 6.38616  -0.366
C -1.77204 -1.76441 6.36971  -0.600
O -0.96835 -1.63361 5.21297  -0.363
O -2.36222 0.62506 6.22056  -0.378
H -3.45154 -0.75551 7.32592  0.468
H -3.61605 -0.91050 5.58316  0.076
H -2.25085 -2.74338 6.34873  0.419
H -1.08825 -1.63937 7.20929  0.429
H -0.79616 -0.68927 5.19987  0.058
H -2.96514 1.18228 6.71815  0.188
C -4.28848 0.96560 -2.93243  0.104
C -4.88527 0.50716 -4.33012  -0.791
O -5.40464 -0.80382 -4.38293  -0.547
O -3.30384 0.01867 -2.61254  0.197
H -5.00138 1.05267 -2.11248  0.337
H -3.67061 1.85976 -3.01487  -0.286
H -4.12753 0.63612 -5.10296  0.324
H -5.72740 1.14059 -4.60885  0.492
H -5.57107 -1.07045 -5.29002  0.335
H -3.71534 -0.81333 -2.36752  -0.567
C 4.31567 4.00021 2.33216  -0.758
C 3.01748 3.34062 2.81220  0.411
O 2.20258 3.13958 1.68269  -0.086
O 4.05366 5.36593 2.16308  -0.362
H 4.68092 3.55715 1.40567  0.185
H 5.10700 3.83154 3.06253  0.417
H 2.45858 3.92445 3.54353  0.065
H 3.30669 2.43833 3.35104  -0.586
H 1.85275 3.99260 1.41515  -0.417
H 3.51182 5.44417 1.37449  0.169
C -2.70139 4.66601 -4.59944  -0.816
C -2.20423 4.74099 -3.14247  -0.332
O -1.06070 3.94455 -2.94118  -0.134
O -3.14976 3.33155 -4.84102  -0.414
H -1.84809 4.84751 -5.25292  0.329
H -3.52368 5.36989 -4.72779  0.366
H -2.93898 4.36733 -2.42930  0.058
H -1.91557 5.74702 -2.83801  0.492
H -1.21480 3.08653 -3.34323  0.125
H -2.98982 3.09426 -5.75737  0.268
O 4.05235 -3.14535 -1.09904  -0.704
C 4.91836 -3.42272 -0.25789  0.693
N 4.61856 -3.83544 0.97048  -0.211
C 6.33655 -3.06066 -0.46910  -1.495
H 3.67349 -3.90764 1.31938  0.169
H 5.33192 -3.97448 1.67183  0.231
H 6.88870 -3.88577 -0.91902  0.332
H 6.90413 -2.99015 0.45879  0.513
H 6.46311 -2.10246 -0.97303  0.257
O 0.74150 -0.16142 -5.00414  -0.530
C 0.86614 0.91286 -5.50797  0.412
N 1.48349 2.01261 -4.95794  -0.075
C 0.30203 1.07090 -6.93197  -1.247
H 1.82322 1.98613 -4.00716  -0.096
H 1.22230 2.89796 -5.36785  0.265
H 0.61218 0.35507 -7.69321  0.307
H 0.44058 2.08138 -7.31646  0.389
H -0.74239 0.81199 -6.75806  0.258
O 3.73360 -0.15357 3.33840  -0.626
C 3.53016 -0.16132 4.53036  0.216
N 4.17414 0.58018 5.38347  -0.262
C 2.39730 -1.08073 5.07643  -0.597
H 4.80129 1.23875 4.94410  0.318
H 4.08482 0.44352 6.38019  0.234
H 1.69172 -1.24576 4.26217  -0.440
H 1.81648 -0.66675 5.90069  0.418
H 2.75071 -2.08576 5.30690  0.560
O -5.96773 2.30472 0.91414  -0.762
C -4.77800 2.03353 0.61964  -0.149
N -4.07148 2.80987 -0.13889  0.270
C -4.06349 0.78037 1.19654  0.299
H -4.39926 3.75059 -0.30536  0.298
H -3.19979 2.51036 -0.55188  -0.313
H -3.40865 0.34157 0.44371  -0.188
H -4.78241 0.07653 1.61589  0.187
H -3.40393 1.12062 1.99486  0.115
O 5.34102 -1.30960 -5.54105  -0.699
C 4.93968 -1.71696 -4.45187  0.029
N 5.40805 -2.81584 -3.85568  -0.216
C 3.81162 -0.96409 -3.73885  0.141
H 4.99313 -3.21183 -3.02435  0.213
H 6.22789 -3.19310 -4.30916  0.226
H 3.40450 -0.00840 -4.06899  0.321
H 4.15388 -0.78603 -2.71941  0.009
H 2.87535 -1.51752 -3.81116  -0.062
O 1.63598 -6.22564 -0.93424  -0.792
C 0.93544 -5.40306 -1.53538  0.708
N 1.38492 -4.21838 -1.84837  0.620
C -0.48831 -5.65458 -1.92441  -0.428
H 2.24910 -3.91168 -1.42500  -0.201
H 1.02774 -3.68682 -2.62938  0.204
H -0.73323 -6.60959 -1.45957  0.461
H -0.52065 -5.62900 -3.01362  0.240
H -1.06404 -4.80580 -1.55534  -0.425

Its spin multiplicity is 2. For the maximum force, the calculation gives 4.761 eV Å⁻¹. The value obtained for the HOMO energy (alpha / beta) is -1.761 / -9.137 eV. Its expectation value of S² is 0.75. The calculation puts the orbital gap (alpha / beta) at 0.06196 / 0.33270 Ha.



What is the maximum force in the third record? 4.761 eV Å⁻¹